{
  "formula": "C2ClF3S2",
  "method": "wB97M-V/def2-TZVPD",
  "elements": ["C", "C", "F", "F", "F", "S", "S", "Cl"],
  "positions_angstrom": [[2.76679, 0.51733, -0.07822], [-1.52253, -0.36436, -0.06343], [-2.77609, -0.51655, 0.35842], [-1.36882, -0.82073, -1.30664], [-1.59550, 1.00977, -0.19582], [2.71231, 1.58859, 1.10762], [-0.12923, -0.81380, 0.90633], [1.91307, -0.60026, -0.72825]],
  "mulliken_charge": [0.281, 0.620, -0.202, -0.210, -0.247, -0.075, -0.235, 0.067],
  "charge": 0,
  "de_lowest_ev": 3.1626,
  "homo_ha": [-0.361, -0.318],
  "molar_mass_g_mol": 180.60,
  "orbital_gap_ev": [8.24, 6.08],
  "total_energy_ha": -1632.2296
}

***

{
  "formula": "C10H17N2OSi",
  "method": "wB97M-V/def2-TZVPD",
  "elements": ["C", "C", "C", "N", "C", "C", "C", "O", "Si", "C", "C", "C", "C", "N", "H", "H", "H", "H", "H", "H", "H", "H", "H", "H", "H", "H", "H", "H", "H", "H", "H"],
  "positions_angstrom": [[-2.45957, -3.23827, -3.24826], [-2.38190, -2.97726, -2.07394], [-2.04342, -2.23502, -0.84289], [-1.15075, -2.51337, 0.10310], [-1.19833, -1.45021, 1.04064], [-0.30927, -1.29584, 2.29391], [0.92856, -0.41218, 1.81553], [0.37786, 0.79186, 1.32720], [1.27514, 1.60642, 0.13026], [2.33069, 0.53325, -1.01193], [2.29895, 3.05077, 0.84878], [-0.02417, 2.45870, -0.99976], [-2.17636, -0.57506, 0.56570], [-2.69318, -1.08991, -0.62582], [-2.70949, -3.37914, -4.30226], [-0.54242, -3.32803, 0.12757], [0.00472, -2.27638, 2.69664], [-0.86891, -0.67032, 3.01705], [1.58521, -0.30294, 2.70670], [1.46404, -1.03708, 1.06831], [1.65511, -0.04778, -1.68231], [2.93725, -0.20931, -0.44767], [2.97477, 1.17808, -1.64492], [2.71708, 3.61801, -0.01323], [1.61831, 3.71439, 1.42501], [3.10406, 2.62334, 1.48516], [0.18212, 2.19633, -2.06514], [-1.00874, 1.96997, -0.78131], [-0.08797, 3.54956, -0.83510], [-2.40216, 0.35811, 1.09839], [-3.39723, -0.61069, -1.17540]],
  "mulliken_charge": [-0.004, -0.721, 0.365, -0.015, 0.500, -0.817, -0.360, -0.312, 0.623, -1.072, -1.014, -0.999, -0.546, 0.004, 0.399, 0.264, 0.419, 0.280, 0.328, 0.246, 0.275, 0.340, 0.350, 0.295, 0.286, 0.297, 0.325, 0.199, 0.343, 0.458, 0.267],
  "charge": 1,
  "de_lowest_ev": 0.0000,
  "homo_ha": -0.463,
  "smiles": "C#Cc1[nH]c(CCO[Si](C)(C)C)c[nH+]1",
  "molar_mass_g_mol": 209.35,
  "orbital_gap_ev": 8.97,
  "total_energy_ha": -865.2403
}

***

{
  "formula": "C6H7NS",
  "method": "wB97M-V/def2-TZVPD",
  "elements": ["C", "C", "C", "C", "C", "C", "N", "S", "H", "H", "H", "H", "H", "H", "H"],
  "positions_angstrom": [[3.39779, -1.06153, -0.15567], [1.32887, -0.41408, 0.21161], [1.90583, 0.83301, 0.03197], [0.00392, 1.39720, 0.51343], [-0.11881, -0.15432, 0.59432], [-1.20124, -0.49288, -0.41070], [2.19532, -1.46523, 0.04486], [3.51539, 0.82702, -0.08102], [4.28745, -1.59764, -0.45242], [-0.16962, 1.95838, 1.42610], [-0.53363, 1.62687, -0.34005], [-0.46363, -0.52045, 1.63743], [-0.85000, -0.23387, -1.44527], [-2.10591, 0.00413, -0.18813], [-1.23531, -1.58910, -0.43665]],
  "mulliken_charge": [-0.079, 0.053, -0.096, -0.766, 0.661, -1.607, -0.602, -0.229, 0.430, 0.285, 0.423, 0.334, 0.370, 0.447, 0.374],
  "charge": 0,
  "de_lowest_ev": 3.8219,
  "homo_ha": -0.312,
  "molar_mass_g_mol": 125.20,
  "orbital_gap_ev": 9.06,
  "total_energy_ha": -685.6294
}

***

{
  "formula": "C23H30F3N2O3Si",
  "method": "wB97M-V/def2-TZVPD",
  "elements": ["C", "Si", "C", "C", "C", "C", "F", "F", "N", "C", "C", "C", "C", "C", "C", "C", "C", "N", "C", "C", "C", "C", "C", "C", "C", "H", "H", "H", "H", "H", "H", "H", "H", "H", "H", "H", "H", "H", "H", "H", "H", "H", "H", "H", "H", "H", "H", "H", "H", "H", "H", "H", "C", "C", "O", "C", "O", "O", "F", "H", "H", "H"],
  "positions_angstrom": [[5.61653, -0.80134, -0.85900], [3.78821, -0.13526, -0.67876], [3.93835, 1.50083, 0.38938], [2.63380, -1.31360, 0.31425], [2.00700, -2.56266, -0.54383], [0.51958, -2.92264, 0.13094], [0.09664, -4.19966, -0.55690], [0.66124, -3.31161, 1.58403], [-0.51364, -1.83955, -0.09154], [-1.65000, -2.05939, -1.06735], [-2.91026, -2.49795, -0.11419], [-2.56953, -1.94832, 1.40860], [-1.15212, -1.16847, 1.14195], [-1.41976, 0.42591, 0.71325], [-0.20535, 1.54975, 0.94775], [-0.54962, 3.11508, 0.51636], [-2.04527, 3.39283, -0.09193], [-3.15875, 2.40676, -0.30216], [-2.82047, 0.99462, 0.08245], [3.12477, 0.39817, -2.40554], [1.65505, 0.05196, -3.04378], [1.20396, 0.62621, -4.54423], [2.19286, 1.56178, -5.49754], [3.70389, 1.86813, -4.86414], [4.15048, 1.30831, -3.35518], [5.62623, -1.75434, -1.54654], [6.01040, -1.02845, 0.23061], [6.28975, 0.08312, -1.28078], [3.40867, 2.35503, -0.21056], [5.07839, 1.75600, 0.62053], [3.38192, 1.33406, 1.40725], [1.76025, -0.75468, 0.90054], [3.30217, -1.80339, 1.17365], [2.69755, -3.50659, -0.30589], [1.95050, -2.37592, -1.69814], [-0.01515, -1.02360, -0.51325], [-1.51871, -2.79660, -1.96708], [-1.84663, -1.03181, -1.63899], [-3.90616, -1.98448, -0.49562], [-3.20811, -3.62928, -0.08950], [-2.32016, -2.74933, 2.22628], [-3.24795, -1.11423, 1.87094], [-0.39199, -1.01999, 2.03313], [0.84594, 1.26581, 1.40333], [0.23720, 3.99625, 0.66288], [-2.27544, 4.52343, -0.40100], [-3.68396, 0.18390, -0.07310], [0.89423, -0.61159, -2.45162], [0.13605, 0.38448, -5.01534], [1.85930, 1.98383, -6.56147], [4.46701, 2.50526, -5.52065], [5.23278, 1.56392, -2.97536], [-4.41827, 1.38729, 3.21785], [-4.28073, 1.69709, 4.66933], [-5.33633, 0.97496, 5.26189], [-5.53218, -0.09942, 4.44702], [-6.16586, -1.09232, 4.76399], [-4.92489, 0.06780, 3.23264], [-4.48163, 3.01347, 4.90264], [-5.13226, 2.04448, 2.71020], [-3.46188, 1.43413, 2.69011], [-3.32762, 1.38185, 5.10722]],
  "mulliken_charge": [-0.939, 0.203, -1.051, 0.041, -0.871, 0.796, -0.330, -0.314, 0.319, -0.391, -0.818, -0.252, 0.157, 0.388, -0.210, -0.503, -0.192, -0.484, -0.281, 0.605, 0.249, -0.432, -0.440, -0.369, -0.398, 0.297, 0.290, 0.249, 0.267, 0.346, 0.297, -0.233, 0.384, 0.439, 0.300, -0.199, 0.459, 0.311, 0.328, 0.343, 0.405, -0.021, 0.494, 0.215, 0.320, 0.324, 0.097, -0.155, 0.244, 0.300, 0.280, 0.139, 0.031, 0.259, -0.283, 0.600, -0.524, -0.311, -0.281, 0.244, -0.031, 0.296],
  "charge": 1,
  "homo_ha": -0.410,
  "molar_mass_g_mol": 467.58,
  "orbital_gap_ev": 7.45,
  "total_energy_ha": -1817.8343
}